# 1
{
  "formula": "C5H12O2",
  "method": "wB97M-V/def2-TZVPD",
  "species": ["C", "O", "C", "C", "C", "C", "H", "H", "H", "H", "H", "H", "H", "H", "H", "H", "H", "H", "O"],
  "positions_angstrom": [[0.29595, -1.29183, 1.65066], [-0.53108, -1.11752, 2.80270], [-0.60050, -1.50284, 0.34993], [-1.27854, -0.30567, -0.34310], [-0.82112, 0.99437, 0.25209], [-0.20047, 2.00040, -0.34969], [0.95892, -0.42472, 1.45464], [0.90580, -2.17529, 1.86187], [-0.52796, -0.16827, 2.94895], [-1.28857, -2.33548, 0.55195], [0.17363, -1.81472, -0.39575], [-1.10090, -0.33993, -1.42919], [-2.36962, -0.38367, -0.24971], [-1.01903, 1.10444, 1.32089], [0.32062, 2.65994, 0.34455], [0.00942, 2.03813, -1.41129], [1.79680, 0.77567, -3.60909], [2.58945, 1.44088, -2.49998], [2.68722, 0.84609, -3.25042]],
  "gap_ev": 10.6,
  "relative_energy_ev": 2.080,
  "total_energy_ev": -9473.05575,
  "e_lumo_ev": 0.677
}

# 2
{
  "formula": "C5H12O2S",
  "method": "wB97M-V/def2-TZVPD",
  "species": ["C", "C", "C", "C", "C", "O", "O", "S", "H", "H", "H", "H", "H", "H", "H", "H", "H", "H", "H", "H"],
  "positions_angstrom": [[-0.24506, -0.32958, 1.44246], [-1.08123, 0.50804, -0.79513], [1.72347, 1.82245, -0.24360], [-0.46848, -1.97103, -0.52863], [-0.31919, -0.55827, -0.02985], [2.47696, -0.58491, 0.83730], [0.76519, -2.66326, -0.48961], [1.91525, -0.08651, -0.49464], [0.77452, -0.48255, 1.77586], [-0.80269, -0.90744, 2.03701], [-0.24310, 0.78429, 1.69615], [-2.15480, 0.20110, -0.77325], [-0.69133, 0.65228, -1.84648], [-0.84238, 1.53420, -0.24212], [2.75658, 2.29455, -0.26375], [1.55302, 1.92257, 0.80016], [0.80604, 2.17848, -0.87203], [-1.24076, -2.45478, 0.12003], [-0.88574, -1.87366, -1.48558], [1.16955, -2.59234, 0.34562]],
  "gap_ev": 9.0,
  "relative_energy_ev": 3.674,
  "total_energy_ev": -20306.64408,
  "e_lumo_ev": 0.513
}